No. 1
The following is a quantum chemistry calculation of C34H24N8OS4SeTa as an isolated structure, from OMol25.

Each line ends with the Mulliken charge.
Element x y z (Å)
Ta -0.107 -0.372 0.423  1.4134
S 5.487 4.896 1.692  0.2622
N 4.549 4.680 0.403  -0.6272
C 3.746 3.668 0.697  0.6237
C 2.722 3.122 -0.182  0.4753
C 2.426 3.614 -1.454  -0.6488
C 1.419 3.016 -2.185  -1.0439
C 0.743 1.932 -1.641  -0.5937
N 1.024 1.449 -0.427  0.4407
C 1.988 2.043 0.296  -0.5843
C 2.202 1.493 1.619  0.0276
N 1.387 0.466 1.957  0.2542
C 1.544 -0.080 3.169  0.1656
C 2.495 0.376 4.076  -1.0333
C 3.311 1.431 3.734  -0.5639
C 3.165 2.008 2.469  0.5124
C 3.961 3.128 1.980  0.6880
N 4.928 3.734 2.653  -0.6424
H 2.983 4.461 -1.838  0.6025
H 1.148 3.376 -3.168  0.5439
H -0.048 1.438 -2.192  0.4536
H 0.898 -0.905 3.424  0.1411
H 2.575 -0.106 5.040  0.5153
H 4.057 1.822 4.415  0.6119
Se -7.139 2.245 -1.920  0.3931
N -5.854 2.956 -0.919  -0.8218
C -4.897 2.068 -0.863  0.7636
C -3.656 2.272 -0.112  0.6081
C -3.382 3.423 0.632  -0.5853
C -2.196 3.508 1.333  -1.0745
C -1.302 2.451 1.278  -0.2939
N -1.547 1.350 0.554  0.4448
C -2.712 1.260 -0.127  -0.4061
C -2.925 0.024 -0.858  -0.0768
N -1.926 -0.883 -0.783  0.2097
C -2.097 -2.074 -1.366  -0.3184
C -3.256 -2.394 -2.061  -1.2035
C -4.263 -1.457 -2.163  -0.5678
C -4.101 -0.215 -1.547  0.5760
C -5.116 0.842 -1.568  0.6651
N -6.254 0.730 -2.203  -0.8228
H -4.113 4.222 0.653  0.6023
H -1.958 4.377 1.931  0.5147
H -0.377 2.473 1.839  0.5364
H -1.292 -2.787 -1.254  0.7136
H -3.354 -3.374 -2.506  0.5013
H -5.182 -1.666 -2.697  0.6065
S -1.480 -0.900 2.310  -0.2720
C -1.041 -2.483 2.934  0.3674
C -1.675 -2.988 4.063  -0.7940
C -1.285 -4.225 4.558  -0.6457
C -0.272 -4.949 3.938  -0.6992
C 0.364 -4.446 2.814  -0.7612
C -0.029 -3.208 2.318  0.8204
S 0.718 -2.544 0.875  -0.2845
H -2.464 -2.425 4.546  0.5122
H -1.777 -4.625 5.435  0.4278
H 0.023 -5.913 4.332  0.4320
H 1.156 -5.004 2.330  0.5017
O 0.702 -0.908 -1.439  -0.3322
S 1.811 -1.897 -1.987  0.2653
C 1.012 -2.803 -3.318  -0.5533
C 2.068 -2.819 -4.420  -0.8097
C 2.558 -1.375 -4.536  -0.6891
C 2.839 -0.892 -3.105  -0.2293
H 0.138 -2.208 -3.595  0.3390
H 0.709 -3.782 -2.951  0.4573
H 1.641 -3.196 -5.348  0.3951
H 2.891 -3.484 -4.148  0.3548
H 1.791 -0.752 -4.998  0.3250
H 3.458 -1.301 -5.143  0.3929
H 2.572 0.146 -2.909  0.0204
H 3.869 -1.058 -2.791  0.5006

Cartesian forces, eV/Å:
0.4619 -0.2110 -0.3601
0.1352 0.0822 0.0283
-0.0004 -0.0721 0.1830
-0.2373 -0.0478 -0.3695
0.2939 0.2651 0.0844
0.0273 0.0670 -0.0239
-0.0333 -0.0304 -0.0016
0.0289 0.0884 0.0599
-0.2419 0.1007 -0.2958
-0.0826 -0.1036 0.0493
-0.1562 -0.0648 -0.1637
-0.1004 -0.1071 0.1110
0.1687 0.1346 -0.0313
-0.0513 -0.0560 -0.0085
0.0608 0.0342 0.0622
0.3029 0.2809 0.0213
-0.1297 -0.3256 0.2769
-0.0602 0.0841 -0.1627
-0.0125 -0.0184 -0.0079
0.0046 0.0039 0.0120
0.0097 -0.0154 -0.0138
-0.0297 -0.0197 0.0233
0.0002 0.0023 0.0014
-0.0136 -0.0238 0.0000
-0.0358 0.0091 -0.0056
-0.1079 -0.1666 -0.1560
0.3130 0.0620 0.1894
-0.3520 0.1387 -0.1141
-0.0761 0.0615 0.0088
0.0210 0.0063 0.0175
-0.1433 -0.0769 -0.0241
-0.0121 0.0521 0.3865
0.2419 -0.1634 -0.0092
0.1824 0.0185 0.1605
0.0600 0.0448 -0.1182
-0.1176 0.0730 -0.0721
0.0478 -0.0262 0.0135
-0.0719 -0.0031 -0.0481
-0.3713 0.1247 -0.1085
0.2407 -0.2868 0.0098
-0.0390 0.2238 0.0802
0.0214 -0.0077 0.0084
-0.0143 -0.0105 -0.0060
-0.0021 0.0131 -0.0054
-0.0060 -0.0009 0.0038
-0.0107 0.0098 0.0047
0.0157 -0.0124 0.0014
0.0044 0.0756 -0.1013
-0.1776 0.0911 0.0985
0.0193 -0.0614 0.0269
0.0000 0.0252 -0.0059
-0.0039 0.0071 -0.0214
-0.0014 -0.0066 0.0504
0.1600 -0.1339 -0.0659
-0.3263 0.1060 0.0631
0.0132 -0.0102 -0.0170
0.0089 -0.0032 -0.0181
0.0025 0.0141 0.0060
-0.0220 0.0025 0.0017
0.4285 -0.3641 0.2309
-0.1573 0.1556 0.2318
-0.0588 -0.0363 -0.1139
0.0384 0.0304 0.0157
-0.0206 -0.0189 0.0726
-0.0656 0.0518 -0.0845
0.0056 -0.0354 -0.0295
0.0296 -0.0004 0.0050
-0.0163 0.0165 -0.0057
-0.0176 -0.0170 -0.0208
-0.0077 -0.0098 -0.0028
0.0079 0.0218 0.0026
0.0496 0.0191 -0.0142
-0.0215 -0.0498 0.0045

The calculation puts the orbital gap at 6.199 eV. The HOMO energy is -0.5820 Ha. Its total charge is +3.

No. 2
The following is a quantum chemistry calculation of C34H25Br2N4O7ScTe4 as an isolated structure in a non-equilibrium geometry, from OMol25.

Each line ends with the Mulliken charge.
Element x y z (Å)
Sc -0.789 -0.099 -2.057  -0.1393
C 2.054 -2.011 -2.538  -1.3605
O 1.058 -1.663 -1.583  0.7702
C 1.092 -2.298 -0.378  -0.1457
C 2.080 -3.174 0.022  -0.4768
C 1.962 -3.756 1.282  -0.7423
Br 3.321 -4.949 1.867  -0.2581
C 0.883 -3.511 2.092  -0.6463
C -0.122 -2.634 1.667  0.6966
C 0.012 -1.997 0.453  0.3457
O -0.830 -1.062 -0.036  1.4757
C -1.322 -2.478 2.493  -0.1205
N -1.304 -2.409 3.801  -0.8106
C -2.627 -2.286 4.167  0.6947
C -3.195 -2.164 5.437  -0.9223
C -4.567 -2.042 5.520  -0.4066
C -5.371 -2.035 4.367  -0.5243
C -4.832 -2.150 3.101  -0.6939
C -3.448 -2.278 3.030  0.5319
N -2.581 -2.404 1.965  0.2001
H 3.047 -1.747 -2.168  0.3655
H 1.831 -1.437 -3.428  0.2165
H 1.996 -3.078 -2.762  0.4635
H 2.916 -3.412 -0.616  0.6017
H 0.781 -3.993 3.053  0.5850
H -1.628 -0.832 0.487  -0.3624
H -2.568 -2.163 6.320  0.4261
H -5.037 -1.942 6.491  0.3607
H -6.444 -1.925 4.475  0.3793
H -5.433 -2.129 2.201  0.0469
H -2.849 -2.518 0.992  0.0222
Te -3.785 0.140 -0.970  0.0877
Te -5.494 -1.938 -0.792  -0.4557
Te -4.128 -4.086 -1.993  -0.2049
Te -1.665 -3.131 -2.476  -0.2776
O 4.357 3.345 2.689  -0.5460
C 4.441 3.759 1.406  0.6358
O 5.147 4.697 1.140  -0.6430
C 3.637 3.011 0.401  1.2450
C 3.713 3.427 -0.923  -1.2798
C 2.961 2.817 -1.910  -0.8605
C 2.109 1.749 -1.593  0.0502
C 2.063 1.309 -0.262  -0.1026
C 2.800 1.937 0.717  -0.5771
N 1.303 1.097 -2.533  0.8351
C 1.596 1.155 -3.809  -0.3614
C 0.784 0.504 -4.778  0.0935
C 1.040 0.632 -6.155  -1.1116
C 0.236 -0.014 -7.052  -0.3118
C -0.843 -0.780 -6.580  -0.9886
C -1.062 -0.865 -5.222  -0.4843
N -0.272 -0.248 -4.324  0.6651
H 3.737 2.611 2.778  0.3088
H 4.349 4.270 -1.160  0.4094
H 2.995 3.206 -2.916  0.3621
H 1.401 0.497 -0.008  0.2910
H 2.666 1.579 1.733  0.0718
H 2.457 1.708 -4.179  0.2486
H 1.873 1.244 -6.480  0.4047
H 0.427 0.066 -8.116  0.3826
H -1.500 -1.308 -7.257  0.3905
H -1.879 -1.427 -4.790  0.4539
O -1.580 1.087 -3.278  -0.5921
Br 0.444 5.421 0.506  -0.1373
C 0.153 3.969 1.697  -0.1607
C 0.729 4.075 2.958  -0.4420
C 0.616 3.027 3.858  -0.7059
C -0.068 1.873 3.490  -0.4783
C -0.617 1.781 2.223  0.0487
C -0.521 2.825 1.301  0.4726
C -1.107 2.613 -0.085  -0.3069
O -1.788 3.488 -0.592  -0.6584
O -0.842 1.446 -0.537  -0.0652
H 1.274 4.972 3.220  0.4215
H 1.060 3.114 4.842  0.3806
H -0.166 1.043 4.179  0.4793
H -1.137 0.881 1.917  0.4406

Cartesian forces, eV/Å:
-0.2230 1.5091 -0.5609
0.0671 -0.0668 -0.0231
0.1415 0.0768 0.0569
0.2251 -0.1305 -0.1778
-0.0905 0.0592 0.0873
-0.0406 0.0675 -0.0735
0.0130 -0.0024 -0.0115
0.0044 -0.0884 0.1538
0.0316 -0.2568 -0.0195
-0.1554 0.0382 0.0212
0.3217 -0.3116 0.7134
-0.1121 0.1326 0.2880
0.2184 -0.0346 -0.0975
-0.1911 0.0165 0.0394
-0.0084 0.0021 0.0046
0.0153 -0.0049 -0.0168
-0.0256 0.0055 -0.0018
0.0145 0.0076 0.0579
0.0371 0.0020 0.0031
-0.0063 0.0344 -0.0676
-0.0160 0.0229 0.0160
-0.0109 0.0404 -0.0697
-0.0168 -0.0125 0.0393
0.0099 0.0034 -0.0186
-0.0247 0.0187 -0.0049
-0.0656 0.0210 -0.1950
0.0088 0.0001 -0.0076
-0.0053 0.0012 -0.0007
0.0016 -0.0028 -0.0078
0.0038 -0.0111 0.0225
-0.0652 0.0004 -0.0064
-0.0727 -0.0065 0.2782
0.1669 -0.2140 -0.1315
-0.1599 0.1880 0.0644
0.0676 -0.3347 -0.0640
0.1299 0.0210 0.3271
-0.2975 -0.1444 -0.3362
0.1374 0.0427 0.0597
0.1886 0.0781 0.3186
-0.1369 0.0193 -0.2660
0.0746 0.1180 0.2980
-0.2808 -0.3968 -0.6551
0.0679 0.1171 0.0075
-0.0814 -0.0494 -0.0799
0.0892 -0.4100 1.0356
-0.3077 -0.0723 -0.7783
0.1742 0.1256 0.6959
-0.0463 -0.0584 -0.3578
0.2171 0.1491 -0.0945
-0.2806 -0.2235 0.3202
0.1479 0.3482 -0.3389
0.6236 -0.2977 0.2168
-0.0727 0.0588 -0.1026
0.0093 0.0062 0.0161
-0.0006 0.0381 -0.0606
-0.0449 -0.0213 0.0697
0.0268 -0.0085 0.0135
0.0365 0.0088 -0.0275
-0.0128 -0.0019 0.0042
-0.0147 0.0168 0.0057
-0.0052 0.0040 -0.0062
-0.0143 -0.0357 -0.1289
-0.4898 0.1030 -0.1671
-0.0113 -0.0208 0.0057
0.1363 0.0535 0.0406
0.0058 -0.0090 0.0262
-0.0142 -0.0123 -0.0356
0.0022 0.0161 0.0061
-0.0266 -0.0152 0.0192
0.1654 -0.0445 0.0758
-0.3571 -0.0417 -0.1998
0.1200 -0.0104 0.0589
0.0606 -0.2717 -0.2821
0.0060 -0.0137 -0.0093
0.0065 0.0049 -0.0023
-0.0069 -0.0044 0.0105
0.0183 0.0642 0.0072

Its relative energy (zero: lowest compared OMol25 entry of this formula, charge and spin) is 67.3 kcal per mole. The calculation puts the orbital gap (alpha / beta) at 4.795 / 4.765 eV. The HOMO energy (alpha / beta) is -0.0477 / -0.0465 Ha. Its total charge is -2.

No. 3
The following is a quantum chemistry calculation of C34H25BrF4KN5P as an isolated structure in a non-equilibrium geometry, from OMol25.

Each line ends with the Mulliken charge.
Element x y z (Å)
K 0.348 -0.517 -0.128  0.9104
C -0.343 -2.002 2.819  -0.4235
N 0.382 -0.754 2.784  -0.1677
C 1.817 -0.889 2.826  -0.4387
C 2.538 0.218 2.141  0.0992
N 2.094 0.919 1.134  -0.2133
C 3.104 1.804 0.819  0.4446
C 3.156 2.836 -0.111  -0.6077
C 4.330 3.554 -0.199  -0.6795
C 5.441 3.259 0.597  -0.4908
C 5.397 2.265 1.555  -1.0382
C 4.211 1.560 1.660  0.4229
N 3.808 0.548 2.493  -0.0505
C -1.609 -1.978 2.035  0.1381
N -1.743 -1.446 0.848  -0.1909
C -3.032 -1.726 0.454  0.2393
C -3.718 -1.390 -0.707  -0.0302
C -5.020 -1.826 -0.826  -0.8164
C -5.634 -2.588 0.171  -0.4659
C -4.972 -2.934 1.332  -1.1160
C -3.671 -2.479 1.464  0.3032
N -2.732 -2.613 2.457  0.0099
H -0.565 -2.247 3.864  0.3024
H 0.272 -2.828 2.408  0.2837
H 0.074 -0.147 2.034  -0.0102
H 2.151 -1.842 2.362  0.2970
H 2.140 -0.914 3.874  0.3944
H 2.300 3.085 -0.719  0.4747
H 4.396 4.369 -0.904  0.4558
H 6.351 3.824 0.470  0.4169
H 6.236 2.047 2.199  0.4163
H 4.360 0.149 3.232  0.2310
H -3.242 -0.808 -1.484  0.4224
H -5.589 -1.580 -1.710  0.4440
H -6.651 -2.916 0.029  0.3892
H -5.438 -3.530 2.100  0.4101
H -2.868 -3.089 3.333  0.2357
F -4.706 3.957 -3.866  -0.2721
C -3.670 3.138 -3.737  0.5135
C -3.157 2.455 -4.838  0.2884
F -3.683 2.634 -6.045  -0.2786
C -2.076 1.588 -4.686  0.2474
F -1.619 0.997 -5.793  -0.4414
C -1.462 1.372 -3.454  0.2771
P -0.119 0.147 -3.111  0.2553
C 1.339 1.147 -3.547  0.8813
C 2.467 1.020 -2.743  -0.4239
C 3.634 1.685 -3.072  -0.5747
C 3.669 2.502 -4.192  -0.7757
C 2.534 2.657 -4.973  -0.7110
C 1.372 1.980 -4.664  -0.0461
C -0.270 -0.964 -4.547  0.4496
C 0.784 -1.279 -5.399  -0.4968
C 0.586 -2.195 -6.420  -0.6726
C -0.651 -2.793 -6.594  -0.5781
C -1.697 -2.497 -5.734  -0.7194
C -1.500 -1.604 -4.701  -0.4124
C -1.965 2.104 -2.376  0.0710
Br -1.119 2.039 -0.694  -0.1620
C -3.052 2.958 -2.502  0.1440
F -3.498 3.608 -1.430  -0.3287
H 2.423 0.402 -1.850  0.0073
H 4.505 1.581 -2.443  0.5448
H 4.580 3.013 -4.463  0.4355
H 2.555 3.310 -5.832  0.4388
H 0.514 2.074 -5.311  0.3511
H 1.751 -0.809 -5.277  0.3835
H 1.398 -2.436 -7.090  0.4230
H -0.802 -3.491 -7.403  0.3992
H -2.664 -2.958 -5.873  0.4288
H -2.310 -1.374 -4.018  0.3521

Cartesian forces, eV/Å:
0.7300 -0.5612 -1.0853
0.1497 -0.3783 0.3847
-0.1972 0.4515 -0.6299
0.2222 -0.3831 0.3402
0.1896 -0.0067 0.1100
-0.4436 -0.0108 0.3696
0.7978 0.2036 0.2695
-0.0554 0.0598 0.1693
-0.0394 0.0549 -0.1132
0.0775 -0.0623 0.1257
0.0463 0.0000 0.0364
-0.3154 0.3559 -0.6282
-0.0066 -0.1305 0.1765
-0.1393 -0.0730 0.0970
-0.0198 -0.0302 0.5014
-0.6299 -0.3815 0.3897
0.0541 0.0095 0.0156
-0.0102 0.0616 -0.1557
-0.0157 -0.0956 0.1643
-0.0590 -0.0096 0.0465
-0.0092 0.3197 -0.7618
0.1060 -0.0452 0.1766
-0.0203 -0.2050 -0.1357
-0.1102 0.1078 0.1844
-0.0308 0.0616 0.7303
-0.0724 0.1542 0.1625
0.1238 -0.1290 -0.1251
-0.0692 -0.0279 -0.0901
0.0184 0.0636 -0.0890
0.0553 0.1116 0.0032
0.1325 0.0427 0.0087
-0.1185 -0.0746 0.0622
0.0310 0.0587 -0.0524
-0.0175 0.0287 -0.0834
-0.1187 -0.0378 -0.0173
-0.1267 -0.0411 0.0547
0.1169 0.0653 -0.0043
0.2088 -0.1639 0.0091
0.2588 -0.2025 -0.0270
0.0337 0.0039 0.0988
-0.0193 0.0101 0.2131
-0.0306 0.1573 0.1838
-0.1673 0.2273 -0.0527
-0.1972 -0.0577 0.0971
-0.0202 0.3320 -0.9496
-0.1136 -0.1112 0.1769
-0.2142 -0.0753 -0.0959
0.2345 0.0954 -0.0779
0.0659 -0.1395 0.1749
-0.0461 0.1201 -0.1294
0.1408 -0.1033 0.0851
-0.0433 -0.3078 0.2523
-0.1119 0.1440 0.1931
-0.0124 -0.0937 -0.1010
0.0319 -0.0044 -0.0651
-0.0443 -0.0359 -0.0038
0.1519 0.0118 0.0489
-0.2675 0.0876 -0.3431
-0.2539 0.5522 0.1563
0.1932 -0.1170 0.0829
-0.1580 0.1144 -0.2195
0.1360 0.0286 -0.0928
0.0862 -0.0094 0.0046
0.0896 0.0790 0.0246
0.0403 0.0510 -0.1276
-0.1063 0.0241 -0.0092
-0.0017 0.0376 -0.0033
0.0572 -0.0056 -0.0281
-0.0035 -0.0779 -0.0862
-0.0593 -0.0641 0.0049
-0.0840 -0.0345 -0.0016

Its relative energy (zero: lowest compared OMol25 entry of this formula, charge and spin) is 15.4 kcal per mole. The calculation puts the orbital gap at 8.665 eV. The HOMO energy is -0.4059 Ha. Its total charge is +1.